# C38H60Cl38N6O5S

A cluster of 13 separate species, C38H60Cl38N6O5S in total (the ωB97M-V functional and the def2-TZVPD basis, the Open Molecules 2025 dataset).

The highest occupied orbital energy is -9.020 eV. The LUMO energy comes out at 0.08 eV. Its HOMO-LUMO gap is 9.10 eV. The spin multiplicity is 1. The largest force on an atom comes out at 5.400 eV/A. Its molecular weight is 2060.216 g/mol.

Each line ends with the Mulliken charge.
Element x y z (Å)
C: 3.24555 2.44268 3.81946  -1.043
C: 2.48660 3.33042 2.85798  0.906
O: 2.77526 3.33143 1.72167  -0.538
O: 1.50226 4.03308 3.39915  -0.300
C: 0.95552 5.02971 2.50005  -0.934
C: -0.07238 4.39149 1.56493  0.417
C: -1.28118 5.27975 1.25760  -1.071
C: -2.43892 4.46299 0.59924  -0.709
C: -2.22949 4.42484 -0.92450  -0.168
C: -3.27568 3.56586 -1.67062  -1.278
C: -2.95165 2.05304 -1.79379  0.698
C: -2.12615 1.66271 -3.04328  -0.761
C: -0.61330 1.69988 -2.79757  1.096
C: -0.11383 0.28087 -2.44725  -1.994
O: -1.02323 -0.40948 -1.61145  0.046
C: -0.49200 -1.62940 -1.04498  2.089
C: -1.68749 -2.49314 -0.65208  -1.861
C: -1.30633 -3.83329 -0.00681  -0.398
S: -2.88138 -4.74562 0.33410  -0.271
C: -3.04592 -4.65190 2.06470  0.368
N: -3.86642 -3.91844 2.71208  -0.328
N: -3.68144 -4.12884 3.99057  -0.095
C: -2.77949 -4.99856 4.16461  -0.358
O: -2.36795 -5.33753 2.96485  -0.071
C: 0.30551 -1.30085 0.24187  -2.860
C: -0.17639 -0.06676 1.01118  1.130
N: -1.61515 0.02729 1.19783  -0.119
N: 0.36771 1.17929 0.49254  0.421
N: 0.40084 -0.21281 2.37158  -0.630
N: 0.46034 -2.29741 -1.95529  0.172
C: -0.03926 -2.99404 -2.89027  0.929
C: -1.10408 -2.58837 -3.87420  -1.299
C: 0.53192 -4.38799 -3.11089  -1.084
O: 0.03004 1.98893 -4.05267  -0.496
C: 0.62481 3.25567 -4.17533  -1.304
C: -0.40304 4.39991 -4.33871  1.669
Cl: 0.34325 5.90497 -3.64251  -0.179
C: -0.80156 4.60967 -5.86173  0.243
C: -2.24095 4.11621 -6.08374  -1.048
Cl: -0.86612 6.39761 -6.22863  -0.208
H: 3.03765 1.39671 3.60998  0.124
H: 2.96472 2.62854 4.84778  0.269
H: 4.31426 2.57035 3.68702  0.374
H: 0.51863 5.78872 3.14343  0.428
H: 1.77336 5.51041 1.97176  0.303
H: 0.43471 4.15170 0.63734  0.194
H: -0.40114 3.47165 2.03899  0.023
H: -1.65695 5.79614 2.14222  0.566
H: -0.92878 6.06332 0.57977  0.241
H: -3.35561 4.98158 0.86758  0.420
H: -2.36641 3.46672 1.03781  0.190
H: -1.19211 4.13675 -1.10153  -0.141
H: -2.32071 5.44852 -1.29309  0.679
H: -4.21458 3.64041 -1.12270  0.333
H: -3.37301 3.96936 -2.68053  0.219
H: -2.36421 1.76936 -0.91985  -0.865
H: -3.87533 1.48172 -1.80826  0.825
H: -2.36157 2.30948 -3.88623  0.458
H: -2.38522 0.64546 -3.33244  -0.153
H: -0.29334 2.46806 -2.09517  0.178
H: 0.01256 -0.19803 -3.42102  0.821
H: 0.88275 0.32292 -2.00377  0.248
H: -2.33159 -2.72636 -1.50377  0.753
H: -2.34360 -1.99468 0.05511  0.596
H: -0.67065 -4.46830 -0.61044  0.254
H: -0.84691 -3.71149 0.96821  0.295
H: -2.39951 -5.39914 5.07765  0.452
H: 1.32307 -1.08639 -0.09741  0.872
H: 0.39383 -2.13483 0.93026  -0.175
H: -1.95212 0.95079 0.97454  -0.135
H: -1.82084 -0.16332 2.16859  0.375
H: -0.31372 1.66520 -0.07144  -0.940
H: 1.22727 1.01632 -0.00857  0.357
H: 1.40154 -0.29985 2.22505  0.248
H: 0.25856 0.66423 2.85896  0.026
H: -1.92599 -3.30522 -3.89444  0.439
H: -0.62987 -2.57941 -4.85750  0.456
H: -1.51390 -1.59780 -3.71736  -0.011
H: -0.12392 -5.14947 -2.70337  0.266
H: 0.64161 -4.50099 -4.19242  0.329
H: 1.54109 -4.43643 -2.72089  0.062
H: 1.30729 3.50297 -3.36002  0.447
H: 1.21598 3.22267 -5.08957  0.535
H: -1.31912 4.24355 -3.78460  -1.120
H: -0.12598 4.12483 -6.55607  0.264
H: -2.28614 3.04907 -6.29330  0.219
H: -2.70511 4.66074 -6.89302  0.404
H: -2.82904 4.33517 -5.19265  0.238
C: -7.06666 1.47552 0.14150  -0.134
Cl: -7.56182 3.06819 0.71886  -0.124
Cl: -6.96286 1.45949 -1.62232  -0.114
Cl: -5.52865 1.00283 0.85991  -0.030
H: -7.81684 0.75710 0.44314  0.377
C: 0.48278 2.02570 7.32492  -0.024
Cl: 1.54848 1.08695 8.37602  -0.137
Cl: 0.64209 1.48445 5.65330  -0.033
Cl: -1.18923 1.91107 7.86129  -0.078
H: 0.78187 3.06453 7.37971  0.255
C: 2.38247 -7.40838 -5.59949  0.091
Cl: 1.31984 -7.49686 -4.19301  -0.103
Cl: 2.19206 -8.83659 -6.61628  -0.128
Cl: 2.06976 -5.93842 -6.52644  -0.128
H: 3.40531 -7.37568 -5.24880  0.255
C: -6.23385 -1.48739 6.12416  -0.052
Cl: -7.93728 -1.56261 5.64409  -0.148
Cl: -5.27511 -2.66032 5.21497  0.119
Cl: -5.59669 0.14433 5.88642  -0.094
H: -6.17139 -1.72494 7.17784  0.298
C: -0.19812 -7.89646 3.77360  0.299
Cl: 0.50479 -6.43120 4.46213  -0.140
Cl: 0.91586 -8.64476 2.63037  -0.117
Cl: -0.64568 -9.03106 5.05094  -0.133
H: -1.09478 -7.61997 3.23522  0.095
C: 2.51684 8.69424 -0.64688  -0.018
Cl: 1.53604 9.10669 0.75883  -0.131
Cl: 2.28792 7.00598 -1.13310  -0.049
Cl: 2.14065 9.77474 -1.99058  -0.129
H: 3.55690 8.83177 -0.38400  0.319
C: -3.72159 5.07750 7.46616  -0.032
Cl: -3.77306 5.97142 5.94518  -0.113
Cl: -4.20417 3.39885 7.21502  -0.068
Cl: -2.11149 5.16729 8.18405  -0.118
H: -4.42328 5.53313 8.15144  0.327
C: -2.88592 5.68046 -10.50569  -0.033
Cl: -4.17011 6.88971 -10.45914  -0.125
Cl: -1.84967 5.81931 -9.08356  -0.050
Cl: -3.56708 4.05403 -10.62526  -0.133
H: -2.28396 5.86013 -11.38629  0.331
C: 4.87284 -3.82149 -1.49407  0.029
Cl: 4.51830 -5.54411 -1.67760  -0.103
Cl: 6.05493 -3.30179 -2.70481  -0.166
Cl: 3.38858 -2.88219 -1.60690  -0.019
H: 5.29997 -3.66124 -0.51258  0.175
C: 8.03561 -5.15506 -0.05105  0.480
Cl: 9.48224 -4.25825 0.42136  -0.134
Cl: 8.43903 -6.82745 -0.43485  -0.103
Cl: 6.81965 -5.09140 1.23017  -0.079
H: 7.62449 -4.69185 -0.93877  -0.133
C: 10.11307 -6.34446 3.53021  0.760
Cl: 11.56788 -5.43834 3.95055  -0.140
Cl: 10.51521 -8.01351 3.11802  -0.124
Cl: 8.94045 -6.29527 4.84666  -0.113
H: 9.66548 -5.88016 2.66093  -0.401
C: 4.76446 -8.22676 3.67628  -0.046
Cl: 6.51292 -8.43518 3.59056  -0.066
Cl: 4.31136 -7.30483 5.11114  -0.123
Cl: 4.18478 -7.42941 2.21461  -0.073
H: 4.30370 -9.20358 3.74160  0.315